1.
{"formula": "C3H2F4O", "method": "the ωB97M-V functional and the def2-TZVPD basis", "species": ["O", "C", "C", "F", "C", "F", "F", "F", "H", "H"], "coordinates": [[0.808, -1.606, 0.017], [0.368, -0.494, 0.005], [1.145, 0.680, 0.786], [0.112, 1.312, 1.503], [-1.180, -0.423, -0.796], [-1.499, 0.660, -1.435], [-2.213, -0.648, 0.031], [-1.053, -1.354, -1.801], [1.846, 0.438, 1.664], [1.665, 1.434, 0.025]], "gap_ha": 0.4052, "de_lowest_kcal_mol": 20.0, "energy_ha": -590.1644, "e_lumo_ha": 0.0075, "smiles": "O=C(CF)C(F)(F)F"}



2.
{"formula": "C4H7NO", "method": "the ωB97M-V functional and the def2-TZVPD basis", "species": ["C", "N", "C", "C", "C", "O", "H", "H", "H", "H", "H", "H", "H"], "coordinates": [[0.471, -1.274, 1.044], [-0.319, -1.451, -0.506], [0.627, -0.497, -0.318], [0.224, 0.975, -0.286], [-1.050, 1.382, -0.885], [-0.896, 1.272, 0.523], [0.124, -0.576, 1.806], [1.364, -1.858, 1.259], [-0.366, -2.019, 0.936], [1.648, -0.641, -0.721], [1.039, 1.702, -0.235], [-1.183, 2.399, -1.253], [-1.673, 0.614, -1.342]], "gap_ha": 0.3479, "de_lowest_kcal_mol": 133.4, "energy_ha": -286.4191, "e_lumo_ha": 0.0356}



3.
{"formula": "C8H24BeO8", "method": "the ωB97M-V functional and the def2-TZVPD basis", "species": ["Be", "C", "C", "O", "O", "H", "H", "H", "H", "H", "H", "C", "C", "O", "O", "H", "H", "H", "H", "H", "H", "C", "C", "O", "O", "H", "H", "H", "H", "H", "H", "C", "C", "O", "O", "H", "H", "H", "H", "H", "H"], "coordinates": [[-27.256, -28.211, 11.566], [-28.452, -26.574, 10.069], [-29.505, -26.859, 11.138], [-29.212, -27.928, 11.924], [-27.260, -26.417, 10.710], [-28.824, -25.660, 9.607], [-28.382, -27.345, 9.301], [-30.361, -26.978, 10.472], [-29.644, -25.930, 11.689], [-29.994, -28.203, 12.409], [-26.641, -26.090, 10.054], [-25.890, -28.830, 9.356], [-27.091, -29.773, 9.689], [-28.229, -29.151, 10.172], [-25.536, -28.266, 10.531], [-26.261, -28.016, 8.734], [-25.100, -29.330, 8.796], [-26.698, -30.430, 10.465], [-27.396, -30.444, 8.887], [-29.025, -29.616, 9.907], [-24.934, -27.539, 10.354], [-27.734, -30.513, 12.711], [-26.488, -29.841, 13.231], [-25.714, -29.292, 12.196], [-28.657, -29.609, 12.216], [-28.146, -30.953, 13.619], [-27.601, -31.391, 12.079], [-25.942, -30.419, 13.977], [-26.807, -29.008, 13.858], [-25.105, -29.988, 11.942], [-29.566, -29.905, 12.133], [-27.114, -26.667, 13.781], [-25.623, -26.830, 13.331], [-25.445, -27.049, 11.893], [-27.982, -27.721, 13.289], [-27.435, -25.701, 13.392], [-27.307, -26.659, 14.854], [-25.361, -27.755, 13.845], [-25.081, -25.910, 13.550], [-24.633, -26.736, 11.488], [-28.794, -27.713, 13.801]], "gap_ha": 0.3609, "de_lowest_kcal_mol": 32.2, "energy_ha": -934.8440, "total_charge": 2, "e_lumo_ha": -0.2373}



4.
{"formula": "C5H34N2O12", "method": "the ωB97M-V functional and the def2-TZVPD basis", "species": ["C", "N", "C", "C", "O", "N", "C", "C", "H", "H", "H", "H", "H", "H", "H", "H", "H", "H", "H", "H", "O", "H", "H", "O", "H", "H", "O", "H", "H", "O", "H", "H", "O", "H", "H", "O", "H", "H", "O", "H", "H", "O", "H", "H", "O", "H", "H", "O", "H", "H", "O", "H", "H"], "coordinates": [[-0.644, 4.156, -0.274], [-0.826, 2.888, -1.036], [0.414, 2.165, -1.403], [0.002, 0.733, -1.286], [-0.097, 0.259, -0.121], [-0.507, 0.111, -2.363], [-0.839, 0.842, -3.605], [-1.194, -1.198, -2.399], [0.071, 4.748, -0.698], [-0.536, 3.924, 0.890], [-1.692, 4.571, -0.375], [-1.410, 2.827, -1.833], [0.691, 2.612, -2.424], [1.321, 2.318, -0.750], [-0.410, 1.857, -3.650], [-0.157, 0.404, -4.456], [-1.940, 0.887, -3.725], [-1.053, -1.623, -1.353], [-0.837, -1.879, -3.173], [-2.308, -1.045, -2.533], [-2.858, 1.227, 0.985], [-2.028, 1.634, 0.617], [-2.598, 0.410, 1.398], [1.980, 1.522, 4.317], [1.226, 1.259, 3.871], [2.617, 1.241, 3.607], [-0.823, -3.676, 0.391], [-1.317, -2.750, 0.372], [-1.520, -4.201, 0.036], [-3.377, 2.571, -1.948], [-3.126, 1.774, -1.511], [-3.584, 3.164, -1.196], [2.435, -2.318, 1.741], [3.047, -2.427, 2.469], [2.457, -1.529, 1.283], [0.252, 1.025, 2.338], [0.561, 0.886, 1.403], [-0.582, 0.546, 2.439], [3.413, 0.300, 0.099], [4.308, 0.345, -0.321], [2.824, 0.021, -0.523], [1.723, -4.286, -0.083], [2.121, -3.849, 0.580], [0.790, -4.480, 0.221], [0.157, -1.755, 2.855], [0.865, -1.165, 2.552], [0.456, -2.588, 2.582], [-1.833, -1.291, 1.119], [-1.204, -0.690, 0.385], [-1.232, -1.403, 1.892], [1.980, -1.462, -1.382], [1.885, -2.254, -0.754], [1.566, -1.668, -2.215]], "gap_ha": 0.3526, "de_lowest_kcal_mol": 106.6, "energy_ha": -1223.2132, "e_lumo_ha": 0.0024, "smiles": "CNCC(=O)N(C)C.O.O.O.O.O.O.O.O.O.O.O"}



5.
{"formula": "C25H34AuNS", "method": "the ωB97M-V functional and the def2-TZVPD basis", "species": ["C", "H", "H", "H", "C", "H", "H", "C", "H", "H", "H", "C", "C", "C", "C", "C", "C", "C", "C", "C", "C", "Au", "H", "H", "H", "H", "H", "H", "H", "H", "H", "H", "H", "H", "H", "H", "H", "N", "S", "C", "C", "C", "C", "C", "C", "C", "C", "C", "C", "C", "C", "H", "H", "H", "H", "H", "H", "H", "H", "H", "H", "H"], "coordinates": [[1.020, 2.049, -1.261], [1.454, 2.458, -0.342], [1.821, 1.997, -2.005], [1.889, 0.511, -0.019], [-0.111, 2.970, -1.718], [-0.802, 2.408, -2.362], [-0.671, 3.273, -0.824], [0.382, 4.221, -2.451], [-0.456, 4.842, -2.776], [1.013, 4.852, -1.816], [0.949, 3.960, -3.350], [-0.479, -2.125, -2.024], [-0.873, -1.064, -2.894], [0.304, -0.486, -3.455], [1.433, -1.156, -2.899], [0.951, -2.169, -2.006], [1.790, -3.127, -1.249], [2.858, -0.856, -3.181], [0.353, 0.606, -4.457], [-2.273, -0.688, -3.202], [-1.400, -3.040, -1.307], [0.429, 0.111, -0.794], [3.482, -1.142, -2.325], [3.248, -1.397, -4.059], [2.992, 0.217, -3.373], [2.792, -2.709, -1.091], [1.349, -3.335, -0.266], [1.918, -4.091, -1.766], [-2.351, -2.534, -1.093], [-1.636, -3.941, -1.893], [-0.970, -3.374, -0.354], [-2.334, 0.324, -3.623], [-2.710, -1.378, -3.942], [-2.903, -0.734, -2.300], [1.190, 1.296, -4.264], [0.492, 0.215, -5.479], [-0.580, 1.188, -4.460], [-0.399, -0.785, 0.794], [-1.549, -0.212, 1.800], [-1.096, -1.267, 3.181], [-2.087, -2.025, 3.818], [-1.713, -2.857, 4.870], [-0.375, -2.961, 5.261], [0.611, -2.236, 4.580], [0.251, -1.391, 3.528], [-0.910, 1.342, 2.437], [0.411, 1.742, 2.280], [0.885, 2.877, 2.929], [0.040, 3.632, 3.740], [-1.302, 3.247, 3.882], [-1.792, 2.118, 3.217], [-0.102, -1.730, 1.059], [-3.107, -1.927, 3.443], [-2.487, -3.415, 5.394], [-0.102, -3.593, 6.107], [1.653, -2.311, 4.871], [1.002, -0.844, 2.957], [1.053, 1.166, 1.615], [1.940, 3.161, 2.825], [0.416, 4.502, 4.285], [-1.971, 3.808, 4.526], [-2.829, 1.805, 3.283]], "gap_ha": [0.2551, 0.2064], "spin_multiplicity": 3, "s_squared": 2.01, "de_lowest_kcal_mol": 12.5, "energy_ha": -1560.8857, "total_charge": 2, "e_lumo_ha": [-0.2687, -0.3316]}



6.
{"formula": "C18H20BrN5O5PtS", "method": "the ωB97M-V functional and the def2-TZVPD basis", "species": ["Pt", "O", "C", "C", "C", "C", "C", "C", "C", "O", "N", "N", "C", "C", "Br", "C", "C", "C", "C", "C", "C", "C", "H", "H", "H", "H", "H", "H", "H", "H", "H", "H", "H", "H", "H", "H", "C", "O", "C", "O", "N", "N", "H", "H", "H", "H", "H", "H", "O", "S", "N"], "coordinates": [[-0.618, -1.802, 0.196], [-2.538, -1.463, 3.634], [-1.973, -0.703, 4.473], [-2.318, -0.754, 5.865], [-1.723, 0.110, 6.738], [-0.772, 1.035, 6.272], [-0.403, 1.086, 4.914], [-0.973, 0.237, 4.012], [-0.588, 0.227, 2.545], [-1.537, -0.482, 1.774], [0.733, -0.424, 2.414], [1.181, -0.530, 1.139], [1.505, 0.539, 0.483], [2.013, 0.442, -0.851], [2.117, -1.247, -1.628], [2.484, 1.608, -1.449], [3.054, 1.884, -2.706], [3.030, 1.023, -3.841], [3.662, 1.398, -4.996], [4.337, 2.623, -5.066], [4.353, 3.501, -3.979], [3.703, 3.149, -2.826], [-2.006, -1.077, 2.534], [-3.059, -1.481, 6.170], [-1.979, 0.090, 7.788], [-0.310, 1.720, 6.970], [0.342, 1.804, 4.595], [-0.495, 1.247, 2.166], [0.679, -1.376, 2.780], [1.462, 1.526, 0.939], [2.441, 2.466, -0.783], [2.489, 0.092, -3.806], [3.637, 0.751, -5.862], [4.842, 2.901, -5.983], [4.867, 4.449, -4.053], [3.700, 3.821, -1.976], [-3.180, -0.611, -4.273], [-2.175, -0.164, -3.338], [-2.027, -0.746, -2.174], [-1.157, -0.326, -1.402], [-2.834, -1.787, -1.856], [-2.711, -2.345, -0.574], [-3.058, 0.021, -5.145], [-4.177, -0.465, -3.859], [-3.006, -1.650, -4.553], [-3.564, -2.120, -2.464], [-2.699, -3.363, -0.625], [-3.453, -2.002, 0.030], [-1.028, -4.739, -0.493], [-0.266, -4.721, 0.765], [-0.004, -3.374, 1.364]], "gap_ha": [0.2348, 0.1967], "spin_multiplicity": 5, "s_squared": 6.10, "de_lowest_kcal_mol": 0.0, "energy_ha": -4438.6501, "total_charge": 2, "e_lumo_ha": [-0.2526, -0.3426]}



7.
{"formula": "C9H31FN11O6", "method": "the ωB97M-V functional and the def2-TZVPD basis", "species": ["F", "C", "O", "N", "N", "H", "H", "H", "H", "C", "O", "N", "N", "H", "H", "H", "H", "C", "O", "N", "N", "H", "H", "H", "H", "C", "O", "N", "N", "H", "H", "H", "H", "C", "O", "N", "N", "H", "H", "H", "H", "C", "C", "C", "O", "C", "N", "H", "H", "H", "H", "H", "H", "H", "H", "H", "H", "H"], "coordinates": [[1.534, -0.381, 0.286], [0.853, 2.455, 2.126], [0.466, 2.798, 1.032], [1.726, 1.409, 2.299], [0.276, 2.949, 3.266], [2.025, 1.052, 3.185], [1.987, 0.942, 1.437], [0.544, 2.699, 4.200], [-0.413, 3.673, 3.190], [4.213, 2.045, -0.203], [3.364, 2.636, -0.830], [4.168, 0.717, 0.146], [5.407, 2.645, 0.134], [4.917, 0.326, 0.685], [3.316, 0.163, 0.003], [5.579, 3.600, -0.105], [6.052, 2.109, 0.683], [-1.543, -1.979, -1.278], [-1.546, -0.789, -1.491], [-0.691, -2.706, -0.480], [-2.538, -2.788, -1.826], [-0.972, -3.656, -0.324], [0.142, -2.359, -0.017], [-2.594, -3.763, -1.601], [-3.304, -2.307, -2.256], [1.601, 0.149, -3.156], [1.484, 1.315, -2.867], [1.678, -0.839, -2.213], [1.841, -0.269, -4.459], [1.337, -0.555, -1.284], [1.874, -1.774, -2.515], [1.819, 0.422, -5.185], [2.195, -1.166, -4.733], [2.284, -3.273, 1.762], [2.499, -4.314, 2.380], [2.981, -2.945, 0.613], [1.326, -2.363, 2.047], [2.898, -1.977, 0.314], [3.862, -3.413, 0.502], [1.408, -1.472, 1.546], [0.676, -2.452, 2.804], [-5.826, 1.160, -0.499], [-4.343, 1.448, -0.357], [-3.676, 0.507, 0.645], [-2.451, 1.001, 1.050], [-1.657, 0.049, 1.710], [-3.679, 1.530, -1.671], [-6.361, 1.916, -1.071], [-6.217, 1.069, 0.523], [-6.037, 0.203, -0.992], [-4.280, 2.442, 0.104], [-3.565, -0.454, 0.113], [-4.403, 0.289, 1.442], [-1.658, -0.053, 2.808], [-0.645, 0.351, 1.430], [-1.865, -0.958, 1.332], [-4.099, 2.262, -2.236], [-3.967, 0.676, -2.147]], "gap_ha": 0.3146, "de_lowest_kcal_mol": 65.1, "energy_ha": -1515.3751, "total_charge": -1, "e_lumo_ha": 0.1065}



8.
{"formula": "C3H11N2O", "method": "the ωB97M-V functional and the def2-TZVPD basis", "species": ["C", "C", "C", "N", "N", "O", "H", "H", "H", "H", "H", "H", "H", "H", "H", "H", "H"], "coordinates": [[0.391, 1.016, -1.109], [-1.564, 1.010, 0.570], [-0.684, 0.361, -0.415], [-1.592, -1.757, 0.074], [2.115, -0.757, 0.153], [-0.795, -0.898, -0.683], [1.299, 0.555, -0.589], [0.514, 0.675, -2.137], [0.377, 2.095, -1.042], [-2.610, 0.785, 0.351], [-1.368, 0.611, 1.568], [-1.432, 2.086, 0.581], [-1.633, -2.636, -0.436], [-2.519, -1.375, 0.265], [3.031, -0.391, 0.398], [2.263, -1.537, -0.475], [1.700, -1.112, 1.007]], "gap_ha": 0.3554, "de_lowest_kcal_mol": 83.5, "energy_ha": -305.3196, "total_charge": 1, "e_lumo_ha": -0.1623}



Q: Number 5 is which compound?
A: C25H34AuNS